(1)
Density functional theory data (ωB97M-V/def2-TZVPD) for a cluster of 6 separate species, C34H82N4O10 in total at a distorted geometry.

Expectation value of S²: 0.757
E_tot in eV: -62990.8353

```
! RIJCOSX wB97M-V def2-TZVPD def2/J DEFGRID3
* xyz 3 2
C 16.4677 17.0901 4.9972
C 16.3664 15.6163 4.4336
N 16.0688 15.4776 2.8984
C 14.8492 16.2525 2.3841
C 17.3565 15.9505 2.1032
C 18.7389 15.2615 2.3926
C 15.8805 13.9285 2.5350
C 15.3839 13.6665 1.0240
O 14.2684 14.3196 0.4186
C 13.0344 13.9142 1.0268
H 15.7123 17.7676 4.5991
H 17.4227 17.5869 4.8262
H 16.5364 17.2056 6.0788
H 15.4527 15.1938 4.8516
H 17.1794 14.9209 4.6424
H 14.8931 17.2759 2.7566
H 13.9217 15.7603 2.6766
H 14.8780 16.3942 1.3037
H 17.4283 17.0069 2.3619
H 17.0687 15.8074 1.0616
H 18.7570 14.2228 2.0627
H 19.1541 15.3579 3.3958
H 19.5042 15.5252 1.6626
H 15.1113 13.4895 3.1704
H 16.7340 13.3794 2.9330
H 15.1440 12.6040 0.9842
H 16.2343 13.8315 0.3624
H 12.8817 12.9130 0.6236
H 12.2436 14.6364 0.8240
H 13.0235 13.7877 2.1094
C 12.6240 8.2755 5.2542
C 13.1755 9.4943 5.9713
N 12.1702 10.5778 6.3623
C 11.2547 9.9075 7.3962
C 13.0431 11.7554 6.9323
C 13.5399 11.5389 8.3501
C 11.2322 10.9807 5.2063
C 11.9770 11.7985 4.0831
O 11.1161 12.1642 3.0084
C 10.0186 13.1089 3.2335
H 12.1986 8.5528 4.2897
H 11.8714 7.8218 5.8991
H 13.4256 7.5474 5.1302
H 13.9530 9.9583 5.3644
H 13.7715 9.1357 6.8105
H 10.5488 9.2098 6.9456
H 10.5851 10.6941 7.7442
H 11.8594 9.4466 8.1772
H 12.5692 12.7364 6.9672
H 13.8819 11.8574 6.2438
H 14.3820 12.1683 8.6379
H 13.9231 10.5390 8.5533
H 12.8413 11.6901 9.1730
H 10.4620 11.7102 5.4565
H 10.6338 10.1736 4.7839
H 12.7131 11.1110 3.6664
H 12.4423 12.6747 4.5345
H 9.1307 12.4778 3.1972
H 9.9957 13.7943 2.3863
H 10.0877 13.6660 4.1679
C 17.5319 19.1034 9.7577
C 16.3862 20.1629 9.6165
N 15.3315 19.9282 10.7428
C 15.8834 20.5930 12.0226
C 13.9678 20.6632 10.2821
C 12.7442 20.4276 11.2026
C 15.1323 18.4115 11.0839
C 14.4991 17.5436 10.0598
O 14.7540 17.8723 8.8046
C 13.9084 17.1148 7.9637
H 18.0661 19.0132 10.7035
H 18.2452 19.3924 8.9857
H 17.2476 18.0789 9.5175
H 15.9324 19.8718 8.6692
H 16.7516 21.1816 9.4862
H 15.1803 20.6677 12.8522
H 16.0684 21.6289 11.7386
H 16.7974 20.1125 12.3717
H 13.8634 20.2742 9.2692
H 14.2798 21.6868 10.4894
H 12.0942 21.2858 11.0321
H 12.9221 20.5602 12.2697
H 12.0145 19.6348 11.0378
H 14.4804 18.6420 11.9265
H 15.9828 17.9310 11.5675
H 13.4426 17.6433 10.3085
H 14.9249 16.5548 10.2304
H 13.9749 16.0369 8.1111
H 14.3681 17.2422 6.9836
H 12.9147 17.5554 8.0444
C 13.1666 24.8317 3.2516
C 13.8576 23.9889 4.4090
N 13.4523 22.4694 4.5622
C 11.9887 22.3450 4.8423
C 13.7302 21.8091 3.1877
C 13.7101 20.2344 3.2295
C 14.3192 21.7835 5.6901
C 15.8501 21.7393 5.5856
O 16.3947 21.4737 4.2521
C 17.6378 20.8998 4.2705
H 13.0289 25.8345 3.6559
H 12.1906 24.4517 2.9495
H 13.7705 24.8189 2.3443
H 13.6701 24.4176 5.3935
H 14.9475 23.9895 4.3981
H 11.8111 22.9485 5.7324
H 11.8537 21.2745 4.9973
H 11.3258 22.7792 4.0939
H 14.7165 22.1746 2.9019
H 13.0042 22.1521 2.4505
H 13.8232 19.8590 2.2125
H 12.7872 19.7465 3.5428
H 14.2960 19.7448 4.0074
H 13.7851 20.8356 5.6244
H 13.9564 22.4191 6.4978
H 16.2152 20.9271 6.2143
H 16.2345 22.6535 6.0381
H 17.8263 20.1400 5.0290
H 18.4074 21.6669 4.3566
H 17.7467 20.3823 3.3174
O 12.1475 14.3324 8.7797
C 10.8789 13.9018 8.6963
O 10.3426 13.9991 7.5665
O 10.3854 13.6273 9.7868
H 12.1741 14.6375 7.8698
O 10.7216 16.2000 5.8694
C 11.9536 16.4406 5.4040
O 12.6416 15.4332 5.0834
O 12.4456 17.5802 5.3021
H 10.7707 15.2539 6.0248
*
```



(2)
Density functional theory data (ωB97M-V/def2-TZVPD) for a cluster of 7 separate species, C34H82O2 in total at a distorted geometry.

SMILES: CCCCCC.CCCCCC.CCCCCC.CCCCCC.CCCCCC.CCO.CCO
Energy above the lowest of the compared OMol25 structures with the same formula, charge and spin in kJ/mol: 0.0
E_tot in eV: -40670.3553

```
! RIJCOSX wB97M-V def2-TZVPD def2/J DEFGRID3
* xyz 0 1
C -1.1124 -4.5226 -3.2962
C -0.0154 -4.9536 -2.4012
C 0.7476 -3.6956 -1.7832
C -0.1284 -2.8396 -0.8602
C 0.6716 -1.8436 -0.0552
C -0.1884 -1.3496 1.1578
H -0.6924 -3.8396 -4.0222
H -1.7704 -3.8916 -2.8162
H -1.6314 -5.2076 -3.8552
H 0.7136 -5.4856 -3.0922
H -0.2564 -5.4956 -1.7472
H 1.0416 -3.1706 -2.6692
H 1.6956 -4.0736 -1.2332
H -0.7234 -3.3936 -0.0842
H -0.8464 -2.2996 -1.2472
H 0.8036 -1.1336 -0.9882
H 1.6476 -2.1926 -0.0562
H -0.0934 -2.2196 1.9838
H -1.1914 -0.9566 0.7378
H 0.2746 -0.6436 1.7028
C -4.9084 -0.1436 -2.6942
C -3.5554 -0.8926 -2.1722
C -3.9794 -1.9286 -1.1172
C -4.3444 -1.1556 0.2268
C -4.3424 -2.0896 1.4748
C -5.0544 -1.4436 2.7188
H -5.3134 0.3294 -1.8482
H -5.6564 -0.8476 -3.0492
H -4.6944 0.6574 -3.3992
H -2.9304 -0.0436 -1.8182
H -3.2084 -1.5026 -3.0032
H -3.0074 -2.3836 -0.9582
H -4.9544 -2.4816 -1.3632
H -5.2464 -0.5966 0.2538
H -3.5924 -0.2306 0.6068
H -3.3734 -2.2846 1.7608
H -4.8824 -2.9936 1.1988
H -5.1034 -1.9746 3.6838
H -6.0524 -1.1816 2.2998
H -4.4804 -0.5146 2.8878
C 5.9026 -0.6746 1.2128
C 4.7516 -1.4566 1.9488
C 4.4916 -0.8586 3.3548
C 3.4216 -1.5496 4.0458
C 2.9306 -0.8626 5.3568
C 2.1276 -1.7206 6.2888
H 6.0296 -1.3036 0.3478
H 6.8126 -0.9016 1.7368
H 5.8546 0.2304 0.8798
H 5.1046 -2.5056 2.3108
H 3.7676 -1.3806 1.2288
H 4.2316 0.2574 3.1918
H 5.4076 -0.8216 3.8318
H 3.6466 -2.6206 4.0318
H 2.7176 -1.5796 3.3458
H 2.3586 0.0114 5.0608
H 3.9986 -0.3986 5.7988
H 1.2036 -2.1666 5.7608
H 1.6646 -1.2626 7.1468
H 2.8226 -2.5326 6.4818
C 0.9656 -0.3056 -6.8282
C 0.2156 0.0334 -5.5882
C 1.0026 -0.2336 -4.2492
C 2.3786 0.3844 -4.1502
C 2.8996 -0.0296 -2.7582
C 4.0136 1.0904 -2.3502
H 1.3296 -1.2866 -6.7182
H 1.7096 0.4564 -7.1632
H 0.4026 -0.1986 -7.7562
H -0.7004 -0.3856 -5.6992
H -0.0924 1.0744 -5.6812
H 0.9536 -1.4706 -4.2832
H 0.4116 -0.0546 -3.3052
H 2.4616 1.4334 -4.1812
H 3.0296 0.0204 -5.0572
H 3.5036 -0.9126 -2.7092
H 2.2006 0.1194 -1.9852
H 4.8596 1.1554 -2.9722
H 4.5326 0.9504 -1.4842
H 3.6916 2.1324 -2.2152
C 3.0556 2.6504 2.0908
C 1.9886 3.4504 1.0808
C 1.0626 2.4644 0.2748
C 0.1656 3.1694 -0.7032
C -0.7734 2.2974 -1.3702
C -1.4214 2.8194 -2.6412
H 3.4986 3.4814 2.5828
H 3.6526 1.9934 1.5958
H 2.5786 2.0384 2.7548
H 2.6946 4.0064 0.3728
H 1.4436 4.0034 1.7598
H 0.3986 1.5574 0.9718
H 1.7166 1.9584 -0.3782
H 0.7336 3.7444 -1.4992
H -0.3384 3.9254 -0.1172
H -1.5184 1.8874 -0.7862
H -0.2864 1.2984 -1.7352
H -1.9664 1.9784 -3.2982
H -0.5744 3.1364 -3.1612
H -2.0914 3.7574 -2.3432
C -0.5774 2.1884 4.0568
C -0.1094 3.0334 5.2618
O -0.1214 2.1364 6.3328
H -0.0404 1.2694 4.0698
H -0.3634 2.9984 3.2168
H -1.7524 2.1574 4.0418
H -0.7074 3.9804 5.3468
H 0.8916 3.3204 5.0958
H 0.2956 2.7614 7.0358
C -3.9174 3.0114 1.0698
C -4.7624 3.3054 -0.1242
O -5.9804 2.7474 -0.0052
H -3.8484 1.8794 1.2688
H -4.0884 3.4234 2.0688
H -2.8204 3.2514 0.8728
H -4.1634 2.8434 -1.1332
H -4.8844 4.2314 -0.3142
H -6.3484 2.8814 -0.9052
*
```



(3)
Density functional theory data (ωB97M-V/def2-TZVPD) for a cluster of 8 separate species, C34H85NO11PS2 in total at a distorted geometry.

Energy above the lowest of the compared OMol25 structures with the same formula, charge and spin in kJ/mol: 0.0
E_tot in eV: -91591.9273

```
! RIJCOSX wB97M-V def2-TZVPD def2/J DEFGRID3
* xyz 1 1
N 7.1758 1.7164 0.8218
P 6.1868 1.3247 1.9285
S 4.3122 0.4965 1.1604
C 2.9993 1.1599 2.2291
C 1.7125 1.4777 1.4453
C 0.5432 0.6122 1.8728
S -0.0546 0.9502 3.5222
O -1.4688 0.9868 3.4703
O 0.5974 0.0287 4.4024
O 0.4603 2.4015 3.8930
C 4.5094 -1.2991 1.3219
C 3.1449 -1.9375 1.5717
C 2.7009 -2.1580 3.0831
O 3.2555 -3.1821 1.9908
H 6.9195 1.5315 -0.1371
H 5.7907 2.3919 2.7549
H 6.7296 0.3581 2.7954
H 2.7950 0.5216 3.0839
H 3.4162 2.0889 2.6178
H 1.8938 1.4158 0.3766
H 1.4678 2.5187 1.6301
H 0.7568 -0.4522 1.8619
H -0.3000 0.7760 1.2111
H 1.3145 2.3107 4.3395
H 5.1737 -1.5982 2.1231
H 4.8088 -1.6745 0.3474
H 2.3549 -1.6319 0.8913
H 3.5545 -1.5066 3.4329
H 2.8610 -2.8854 3.8790
C -3.1843 -5.4070 2.1314
C -1.9742 -4.8739 1.3866
O -1.9022 -3.4593 1.3386
C -1.8214 -2.7782 2.5745
C -0.5854 -3.1359 3.3779
H -4.1047 -5.0259 1.6869
H -3.1982 -6.4962 2.0887
H -3.1789 -5.1167 3.1829
H -2.0171 -5.1928 0.3448
H -1.0514 -5.2915 1.8062
H -2.7337 -2.9113 3.1653
H -1.7791 -1.7206 2.3056
H -0.5642 -4.1807 3.6912
H -0.5336 -2.5160 4.2725
H 0.3029 -2.9476 2.7755
C -1.4914 -1.0030 -1.4973
C -0.9704 -1.1229 -2.9174
O -0.1486 -2.2558 -3.1261
C -0.7572 -3.5163 -2.8889
C -1.9693 -3.7940 -3.7600
H -0.6561 -0.9804 -0.7921
H -2.0751 -0.0886 -1.3817
H -2.1294 -1.8407 -1.2167
H -0.3429 -0.2610 -3.1508
H -1.7980 -1.1075 -3.6355
H -1.0130 -3.6239 -1.8279
H 0.0204 -4.2499 -3.1014
H -2.7792 -3.0874 -3.5756
H -2.3505 -4.7949 -3.5582
H -1.7031 -3.7295 -4.8157
C -0.3121 -0.4412 -6.3978
C -0.5249 1.0530 -6.2258
O 0.6699 1.7937 -6.0541
C 1.6028 1.7201 -7.1210
C 1.0605 2.2194 -8.4478
H 0.2311 -0.8474 -5.5432
H -1.2739 -0.9498 -6.4747
H 0.2581 -0.6749 -7.2975
H -1.1061 1.2362 -5.3206
H -1.1104 1.4562 -7.0594
H 1.9915 0.7000 -7.2182
H 2.4422 2.3480 -6.8212
H 0.2195 1.6214 -8.8007
H 1.8403 2.1812 -9.2082
H 0.7174 3.2503 -8.3533
C -7.3481 -10.1481 4.4361
C -5.8570 -9.8747 4.5289
O -5.3356 -9.1262 3.4450
C -5.8867 -7.8375 3.2542
C -5.7093 -6.9020 4.4383
H -7.5830 -10.6710 3.5087
H -7.6659 -10.7662 5.2758
H -7.9366 -9.2300 4.4603
H -5.3116 -10.8179 4.5103
H -5.6150 -9.3901 5.4819
H -6.9451 -7.9077 2.9786
H -5.3656 -7.4323 2.3874
H -6.2244 -7.2661 5.3276
H -6.1114 -5.9165 4.2004
H -4.6520 -6.7965 4.6866
C 6.1233 5.7701 -9.3824
C 4.7995 5.1863 -8.9202
O 4.8838 3.8485 -8.4602
C 5.7411 3.6214 -7.3587
C 5.3608 4.4021 -6.1107
H 6.5547 5.1572 -10.1741
H 5.9709 6.7790 -9.7657
H 6.8515 5.8308 -8.5725
H 4.1042 5.1539 -9.7585
H 4.3431 5.8271 -8.1570
H 6.7818 3.8224 -7.6363
H 5.6721 2.5537 -7.1487
H 5.4217 5.4796 -6.2655
H 6.0334 4.1451 -5.2913
H 4.3382 4.1664 -5.8109
C 4.7241 6.0817 1.8796
C 3.8790 4.9071 1.4283
O 2.9153 4.4597 2.3756
C 1.9267 5.4127 2.7668
C 1.0790 5.9259 1.6192
H 5.2333 5.8538 2.8169
H 5.4726 6.3136 1.1228
H 4.1228 6.9765 2.0373
H 4.5188 4.0361 1.2677
H 3.4051 5.1225 0.4652
H 2.3954 6.2410 3.3054
H 1.2951 4.8891 3.4841
H 1.6697 6.4656 0.8785
H 0.3197 6.6084 1.9981
H 0.5778 5.1007 1.1100
C -3.2798 3.3141 4.7740
C -4.2991 2.2024 4.5854
O -5.2122 2.0783 5.6590
C -6.0156 3.2111 5.9348
C -6.8989 3.6452 4.7777
H -2.7195 3.1611 5.6979
H -2.5808 3.3274 3.9387
H -3.7510 4.2967 4.8301
H -3.7834 1.2459 4.5297
H -4.8342 2.3269 3.6362
H -5.3954 4.0474 6.2777
H -6.6389 2.9173 6.7788
H -6.3163 3.9578 3.9102
H -7.5217 4.4872 5.0804
H -7.5484 2.8265 4.4662
*
```